109
Properties=species:S:1:pos:R:3:lowdin_charge:R:1 method="wB97M-V/def2-TZVPD" lumo_ev=-0.1 energy_ev=-110411.722 smiles="C[C@@H](O)Cc1c(CCCO)c(N)cc2c1C(=O)N(O)C2=O.CCOC(=O)C(F)(F)F.CCOC(=O)C(F)(F)F.CCOC(=O)C(F)(F)F.CCOC(=O)C(F)(F)F.CCOC(=O)C(F)(F)F" gap_ev=8.33 e_homo_ev=-8.405
C -2.757 3.282 4.196 -0.0367
C -2.417 3.203 2.677 -0.3912
O -3.289 4.035 1.930 -0.0329
C -0.941 3.636 2.454 -0.0553
C -0.098 2.681 1.627 -0.0819
C 0.015 1.319 1.894 -0.1038
C -0.704 0.691 3.066 -0.1270
C 0.212 -0.149 3.992 -0.1543
C 1.279 0.729 4.665 -0.2377
O 2.547 0.329 4.155 -0.0627
C 0.803 0.549 1.060 -0.2356
N 0.934 -0.836 1.225 0.1498
C 1.519 1.098 0.012 0.0435
C 1.427 2.415 -0.250 -0.0782
C 0.618 3.183 0.583 -0.0433
C 0.744 4.576 0.065 -0.3033
O 0.231 5.629 0.385 0.1190
N 1.706 4.536 -0.975 -0.0149
O 1.659 5.497 -1.965 0.0552
C 2.072 3.233 -1.328 -0.3097
O 2.743 2.872 -2.273 0.1181
H -1.869 3.344 4.828 0.0714
H -3.306 2.399 4.534 0.0706
H -3.352 4.175 4.411 0.0800
H -2.623 2.178 2.376 0.1160
H -3.478 4.829 2.439 0.0842
H -0.402 3.863 3.379 0.1245
H -0.979 4.577 1.906 0.1041
H -1.520 0.065 2.685 0.1157
H -1.155 1.432 3.722 0.0865
H 0.610 -1.039 3.516 0.0984
H -0.455 -0.502 4.785 0.0889
H 1.092 1.788 4.441 0.1154
H 1.218 0.569 5.748 0.1128
H 3.235 0.804 4.631 0.0825
H 0.052 -1.268 1.477 0.0639
H 1.226 -1.227 0.336 0.0881
H 2.159 0.487 -0.619 0.1351
H 0.722 5.677 -2.135 0.1210
C 5.060 -0.115 -3.065 -0.0504
C 3.791 0.071 -3.866 -0.1963
O 3.487 -1.120 -4.623 0.0417
C 2.882 -2.093 -3.964 -0.4041
O 2.559 -2.075 -2.813 0.1608
C 2.608 -3.266 -4.917 -0.5371
F 3.671 -3.549 -5.674 0.1733
F 1.590 -2.984 -5.745 0.1580
F 2.285 -4.373 -4.247 0.1613
H 5.882 -0.418 -3.715 0.0844
H 5.329 0.813 -2.561 0.0842
H 4.940 -0.895 -2.312 0.0784
H 3.926 0.869 -4.594 0.1242
H 2.954 0.350 -3.228 0.1040
C 1.363 4.415 -5.331 -0.0473
C 0.986 2.960 -5.161 -0.1957
O 0.325 2.453 -6.338 0.0312
C 1.117 2.087 -7.336 -0.4009
O 2.311 2.143 -7.344 0.1743
C 0.273 1.525 -8.489 -0.5464
F -0.791 2.295 -8.745 0.1655
F -0.180 0.298 -8.187 0.1599
F 0.982 1.431 -9.609 0.1750
H 0.486 5.008 -5.598 0.0866
H 1.791 4.805 -4.409 0.0633
H 2.093 4.540 -6.132 0.0824
H 0.275 2.854 -4.343 0.1216
H 1.853 2.348 -4.919 0.1052
C -1.150 -1.765 -4.003 -0.0476
C -1.956 -0.484 -4.001 -0.1817
O -2.816 -0.417 -2.849 0.0440
C -2.247 -0.015 -1.722 -0.3868
O -1.100 0.293 -1.584 0.1773
C -3.300 0.050 -0.607 -0.5386
F -4.080 -1.035 -0.594 0.1669
F -4.093 1.115 -0.769 0.1783
F -2.728 0.150 0.593 0.1638
H -1.811 -2.631 -3.929 0.0883
H -0.566 -1.844 -4.918 0.0733
H -0.467 -1.804 -3.152 0.0677
H -2.613 -0.454 -4.869 0.1291
H -1.314 0.395 -4.049 0.1187
C -1.790 -2.856 10.304 -0.0596
C -1.294 -2.831 8.874 -0.1951
O -2.200 -2.105 8.023 0.0345
C -2.086 -0.784 8.044 -0.4006
O -1.310 -0.155 8.699 0.1720
C -3.079 -0.161 7.054 -0.5422
F -4.295 -0.710 7.152 0.1706
F -2.660 -0.335 5.791 0.1549
F -3.220 1.147 7.254 0.1703
H -2.804 -3.254 10.348 0.0840
H -1.140 -3.475 10.921 0.0834
H -1.817 -1.853 10.728 0.0779
H -1.252 -3.843 8.475 0.1255
H -0.290 -2.412 8.804 0.1258
C 1.086 -6.578 -1.962 -0.0565
C -0.152 -5.846 -2.435 -0.1908
O -0.960 -5.416 -1.321 0.0420
C -0.572 -4.301 -0.724 -0.3957
O 0.376 -3.634 -1.018 0.1644
C -1.552 -3.937 0.397 -0.5314
F -1.875 -4.989 1.155 0.1761
F -2.694 -3.450 -0.101 0.1699
F -1.034 -3.006 1.204 0.1513
H 0.812 -7.408 -1.309 0.0839
H 1.645 -6.967 -2.813 0.0833
H 1.739 -5.918 -1.392 0.0808
H -0.780 -6.514 -3.021 0.1279
H 0.103 -4.998 -3.068 0.1074



65
Properties=species:S:1:pos:R:3:nbo_charge:R:1 method="wB97M-V/def2-TZVPD" spin_multiplicity=3 lumo_ev="-0.1 / -0.1" energy_ev=-207291.536 e_above_lowest_kj_mol=16.2 gap_ev="5.09 / 7.05" s2=2.047 e_homo_ev="-5.196 / -7.161"
Ti 0.143 0.779 -0.869 1.2048
C -1.834 3.163 -1.736 -0.2309
C -0.650 3.791 -0.992 -0.2323
N 0.580 2.993 -1.094 -0.6602
C 1.479 3.265 -2.221 -0.2305
C 0.940 2.769 -3.552 -0.5288
S 0.466 1.002 -3.539 0.3030
C -1.279 1.115 -4.046 -0.5322
C -2.302 1.043 -2.911 -0.2444
N -1.832 1.691 -1.676 -0.6704
H -1.805 3.449 -2.788 0.1937
H -2.770 3.568 -1.339 0.2109
H -0.883 3.877 0.069 0.2215
H -0.491 4.806 -1.377 0.1969
H 1.110 3.111 -0.237 0.4079
H 2.414 2.750 -1.990 0.2360
H 1.696 4.337 -2.308 0.1946
H 1.702 2.908 -4.318 0.2415
H 0.069 3.345 -3.861 0.2130
H -1.461 0.297 -4.741 0.2543
H -1.367 2.039 -4.619 0.2164
H -2.486 0.002 -2.651 0.2573
H -3.239 1.494 -3.262 0.1904
H -2.433 1.367 -0.922 0.4046
Br -3.808 -3.244 3.080 0.0487
C -2.157 -2.692 3.829 -0.0847
C -0.979 -2.947 3.140 -0.2199
C 0.224 -2.521 3.673 -0.2387
C 0.240 -1.836 4.887 0.1410
C -0.938 -1.646 5.592 -0.2280
C -2.149 -2.056 5.057 -0.2371
N 1.458 -1.426 5.544 -0.1556
N 2.388 -0.879 4.936 -0.1031
C 2.240 -0.430 3.588 -0.0083
C 3.273 -0.764 2.733 -0.1828
C 3.203 -0.486 1.369 -0.2774
C 2.079 0.158 0.874 0.3064
O 1.967 0.483 -0.429 -0.8249
C 1.031 0.522 1.745 0.0481
N -0.085 1.104 1.161 -0.6040
C -1.000 1.667 1.992 -0.0416
C -0.870 1.650 3.366 -0.2349
C 0.187 0.982 3.965 -0.2357
C 1.143 0.337 3.137 0.0074
H -1.001 -3.458 2.187 0.2421
H 1.140 -2.708 3.130 0.2350
H -0.900 -1.157 6.557 0.2254
H -3.073 -1.887 5.591 0.2266
H 4.123 -1.290 3.148 0.2253
H 4.001 -0.760 0.694 0.2239
H -1.880 2.091 1.519 0.1775
H -1.627 2.128 3.974 0.2183
H 0.298 0.970 5.040 0.2210
Se -0.980 -1.504 -0.859 -0.2613
C -0.116 -2.506 -2.237 -0.1787
C 1.210 -2.264 -2.587 -0.2596
C 1.822 -3.019 -3.577 -0.1933
C 1.125 -4.028 -4.225 -0.2391
C -0.193 -4.282 -3.869 -0.2249
C -0.811 -3.526 -2.884 -0.1910
H 1.770 -1.497 -2.063 0.2262
H 2.855 -2.820 -3.834 0.2076
H 1.607 -4.619 -4.993 0.2093
H -0.747 -5.072 -4.360 0.2087
H -1.838 -3.729 -2.608 0.2088



13
Properties=species:S:1:pos:R:3:nbo_charge:R:1 method="wB97M-V/def2-TZVPD" lumo_ev=4.4 energy_ev=-6777.666 smiles=NCCC[O-] total_charge=-1 e_above_lowest_kj_mol=31.5 gap_ev=6.47 e_homo_ev=-2.113
C -0.423 0.865 0.070 -0.2217
C 0.222 -0.518 0.186 -0.4441
C 0.379 -1.246 -1.171 0.0143
O 1.123 -2.345 -1.134 -0.9494
N -0.525 1.629 1.328 -0.8416
H 0.204 1.427 -0.622 0.1730
H -1.402 0.790 -0.413 0.1687
H -0.325 -1.153 0.900 0.1674
H 1.228 -0.368 0.594 0.1710
H -0.687 -1.406 -1.533 0.0443
H 0.748 -0.448 -1.890 0.0448
H -0.966 1.025 2.017 0.3361
H 0.425 1.746 1.670 0.3372



23
Properties=species:S:1:pos:R:3:nbo_charge:R:1 method="wB97M-V/def2-TZVPD" lumo_ev="-0.1 / -0.4" energy_ev=-23880.087 e_above_lowest_kj_mol=421.4 gap_ev="6.69 / 7.76" e_homo_ev="-6.811 / -8.176"
C -0.912 -2.085 -0.069 -0.2928
C -2.193 -1.864 0.152 -0.3427
C -0.087 -0.952 -0.116 0.1197
C -0.860 0.254 0.047 -0.1644
C 1.838 -0.028 0.920 0.6228
C -0.486 1.576 0.133 0.0405
C -1.434 2.554 0.614 -0.6750
C 0.533 2.032 -0.812 -0.6402
C 1.938 -2.279 -0.234 -0.4203
N 1.321 -0.981 0.051 -0.4877
O 2.932 0.468 0.900 -0.5265
S -2.621 -0.153 0.331 0.3249
H -0.499 -3.077 -0.212 0.2154
H -2.932 -2.638 0.123 0.2306
H -2.370 2.646 -0.057 0.2257
H -1.030 3.577 0.512 0.2254
H -1.825 2.446 1.679 0.2391
H 0.108 2.454 -1.701 0.2158
H 1.074 1.169 -1.022 0.2177
H 1.146 2.683 -0.275 0.2218
H 2.257 -2.542 -1.297 0.2135
H 2.944 -2.221 0.288 0.2304
H 1.157 -3.036 0.046 0.2061



57
Properties=species:S:1:pos:R:3:nbo_charge:R:1 method="wB97M-V/def2-TZVPD" lumo_ev=1.9 energy_ev=-113959.886 total_charge=-1 e_above_lowest_kj_mol=1.6 gap_ev=5.57 e_homo_ev=-3.642
Na 0.067 0.213 -0.631 0.8662
C 2.765 -0.962 0.303 -0.4177
N 2.383 0.438 0.490 -0.4749
C 3.302 1.323 -0.197 -0.4120
C 2.162 0.720 1.880 0.0612
C 3.060 1.450 2.633 -0.2431
C 2.827 1.722 3.983 -0.3047
C 1.678 1.216 4.569 -0.2134
C 0.767 0.475 3.831 -0.3193
C 0.948 0.231 2.454 0.2569
N 0.027 -0.301 1.614 -0.7722
C -0.934 -1.182 2.004 0.2494
C -0.800 -2.142 3.024 -0.3228
C -1.772 -3.105 3.256 -0.1973
C -2.925 -3.148 2.491 -0.2936
C -3.099 -2.191 1.490 -0.2363
C -2.144 -1.223 1.246 0.0655
N -2.314 -0.214 0.237 -0.4736
C -3.217 -0.546 -0.848 -0.4125
C -2.661 1.073 0.837 -0.4177
H 3.744 -1.172 0.761 0.1675
H 2.821 -1.193 -0.763 0.1965
H 2.013 -1.604 0.760 0.2239
H 4.354 1.173 0.096 0.1583
H 3.031 2.361 -0.003 0.2110
H 3.228 1.144 -1.272 0.2024
H 3.959 1.831 2.164 0.2021
H 3.535 2.307 4.556 0.1982
H 1.475 1.409 5.617 0.1966
H -0.146 0.130 4.300 0.2094
H 0.111 -2.149 3.610 0.2085
H -1.611 -3.838 4.038 0.1943
H -3.680 -3.905 2.663 0.1965
H -4.003 -2.207 0.893 0.2003
H -4.277 -0.569 -0.546 0.1566
H -2.954 -1.520 -1.262 0.2106
H -3.108 0.202 -1.635 0.2074
H -3.651 1.034 1.317 0.1646
H -2.675 1.845 0.063 0.1917
H -1.908 1.338 1.578 0.2264
I 0.477 3.977 1.673 0.1463
C -0.371 4.674 -0.152 -0.7658
I -0.305 3.227 -1.703 0.2098
H 0.178 5.556 -0.457 0.2166
H -1.407 4.926 0.043 0.2169
Cl 0.346 -2.893 -7.588 0.0143
C 0.204 -1.879 -6.197 -0.1633
C 0.339 -2.407 -4.913 -0.0453
Cl 0.655 -4.094 -4.718 0.0256
C 0.222 -1.593 -3.802 -0.1896
Cl 0.390 -2.250 -2.204 0.0098
C -0.039 -0.195 -3.886 0.4441
O -0.149 0.546 -2.864 -0.8275
C -0.166 0.300 -5.219 -0.1845
Cl -0.481 1.992 -5.375 0.0130
C -0.049 -0.514 -6.330 -0.0536
Cl -0.222 0.166 -7.910 0.0223



11
Properties=species:S:1:pos:R:3:nbo_charge:R:1 method="wB97M-V/def2-TZVPD" lumo_ev="-0.6 / 0.0" energy_ev=-10240.331 e_above_lowest_kj_mol=1151.5 gap_ev="7.85 / 9.34" e_homo_ev="-8.434 / -9.294"
C 0.052 0.678 0.770 -0.1329
C -0.896 -1.353 -0.556 0.2165
C 1.364 0.852 -1.416 0.2474
N -0.678 -0.596 0.546 -0.2090
N 1.084 1.264 -0.133 -0.2007
O -1.942 -0.555 -0.206 -0.3623
O 2.128 0.286 -0.396 -0.3817
H -0.817 1.486 1.000 0.2405
H 0.478 0.397 1.806 0.2404
H -0.702 -2.364 -0.691 0.1793
H 0.808 0.026 -1.940 0.1625